Density functional theory data (wB97M-V/def2-TZVPD) for a structure of composition C28H34GeN4ORuS in a non-equilibrium geometry.

Summary:
frontier orbital gap (spin up / spin down): 6.1670 / 6.4882 eV
DFT total energy: -107527.1018 eV

Structure (ORCA input):
```
! RIJCOSX wB97M-V def2-TZVPD def2/J DEFGRID3
* xyz 0 1
Ru 0.9720 -1.8078 -0.8771
N 1.6505 -2.1238 1.1653
C 1.3713 -3.4954 1.6183
C -0.0008 -3.9068 1.1277
N 0.0137 -3.8252 -0.3428
H 2.6433 -2.0175 0.9562
H 1.3817 -1.4535 1.8772
H 1.4408 -3.5924 2.7043
H 2.1238 -4.1478 1.1703
H -0.7474 -3.1993 1.4950
H -0.2604 -4.9045 1.4936
H -0.9208 -3.8275 -0.7302
H 0.5160 -4.6091 -0.7496
C 3.7284 -2.1500 -2.1150
O 2.8724 -2.4690 -1.0620
H 3.9779 -1.0779 -2.1405
H 3.3159 -2.4035 -3.1006
H 4.6680 -2.7056 -2.0033
C -3.1462 1.2001 -1.8130
C -2.5689 0.3973 -2.9322
C -3.0993 0.3260 -4.1908
C -2.4237 -0.4630 -5.1418
N -1.3196 -1.1273 -4.8661
C -0.8149 -1.0415 -3.6171
S 0.6280 -1.8430 -3.2309
N -1.4458 -0.2944 -2.6764
C -2.9377 -0.5796 -6.5447
H -4.0289 1.7403 -2.1460
H -2.4092 1.9101 -1.4316
H -3.4257 0.5448 -0.9856
H -4.0000 0.8652 -4.4423
H -0.9358 -0.2618 -1.7381
H -3.8897 -0.0690 -6.6746
H -3.0482 -1.6323 -6.8026
H -2.2058 -0.1543 -7.2320
C 0.2992 -0.2534 -0.4183
Ge 0.3672 0.9572 1.1034
C -0.5324 0.1007 2.6281
C 0.1408 -0.2074 3.8103
C -0.4700 -0.9559 4.8104
C -1.7716 -1.4068 4.6439
C -2.4596 -1.1050 3.4751
C -1.8414 -0.3635 2.4779
C -0.5965 2.5811 0.5941
C -1.7207 3.0500 1.2696
C -2.4167 4.1624 0.8091
C -1.9917 4.8237 -0.3340
C -0.8668 4.3729 -1.0139
C -0.1790 3.2591 -0.5536
C 2.1953 1.3974 1.6401
C 2.4499 2.2077 2.7473
C 3.7507 2.5070 3.1252
C 4.8186 2.0013 2.3940
C 4.5807 1.1989 1.2878
C 3.2762 0.8986 0.9124
H 1.1584 0.1414 3.9573
H 0.0705 -1.1823 5.7212
H -2.2500 -1.9878 5.4221
H -3.4768 -1.4522 3.3403
H -2.3840 -0.1519 1.5620
H -2.0636 2.5431 2.1653
H -3.2896 4.5136 1.3456
H -2.5319 5.6909 -0.6924
H -0.5271 4.8889 -1.9033
H 0.6899 2.9070 -1.1001
H 1.6240 2.6136 3.3231
H 3.9327 3.1369 3.9871
H 5.8342 2.2361 2.6867
H 5.4091 0.8063 0.7113
H 3.0966 0.2696 0.0440
*
```